Density functional theory data (ωB97M-V/def2-TZVPD) for the molecule C5H11FN2.

Structure (XYZ):
```
19
C5H11FN2 ωB97M-V/def2-TZVPD
C 2.34 -0.54 -0.08
C 1.08 0.09 0.44
C -0.86 1.10 -0.57
C -1.24 0.03 0.42
C -0.08 -0.80 0.39
H 3.22 0.06 0.23
H 2.30 -0.64 -1.15
H 2.42 -1.53 0.35
H 1.20 0.45 1.51
H 0.87 2.10 -0.09
H -1.35 2.13 -0.51
H -1.10 0.77 -1.58
H -1.32 0.52 1.43
H -2.32 -1.28 -0.62
H -3.13 0.04 -0.13
H -0.16 -1.59 1.14
N 0.63 1.19 -0.40
N -2.47 -0.66 0.13
F -0.03 -1.44 -0.90
```

Results
- Charge: 0
- Spin multiplicity: 1
- E_LUMO: 0.89 eV
- E_tot: -406.4690 hartree
- Relative energy (zero: lowest compared OMol25 entry of this formula, charge and spin): 8.96 kcal/mol
- Molecular weight: 118.155 g mol⁻¹
- Structure (SMILES): C[C@H]1NC[C@@H](N)[C@H]1F

***

Density functional theory data (ωB97M-V/def2-TZVPD) for the molecule C5H11FN2.

Structure (XYZ):
```
19
C5H11FN2 ωB97M-V/def2-TZVPD
C 1.34 -0.53 -0.03
C 0.06 -1.24 -0.71
C -0.85 -0.64 0.40
C -2.29 -0.26 0.10
C 0.28 0.50 0.83
H 2.03 1.42 -0.50
H 3.07 -0.08 -1.23
H 1.78 -1.13 0.78
H -0.20 -0.73 -1.65
H 0.21 -2.38 -0.84
H -0.91 -1.50 1.20
H -2.57 0.15 1.29
H -2.88 -1.17 -0.10
H 0.57 0.66 1.92
H -0.54 1.64 -0.53
H 0.53 2.38 0.54
N 2.35 0.35 -0.55
N 0.34 1.64 -0.03
F -2.31 0.92 -0.89
```

Results
- Charge: 0
- Spin multiplicity: 1
- E_LUMO: 0.91 eV
- E_tot: -406.3440 hartree
- Relative energy (zero: lowest compared OMol25 entry of this formula, charge and spin): 87.43 kcal/mol
- Molecular weight: 118.155 g mol⁻¹
- Structure (SMILES): N[C@H]1[C@@H](CF)C[C@H]1N

***

Density functional theory data (ωB97M-V/def2-TZVPD) for the ion C5H11FN3O with charge +1.

Structure (XYZ):
```
21
C5H11FN3O ωB97M-V/def2-TZVPD
C 0.29 1.14 -0.30
C -1.87 -0.06 0.09
C 1.93 -1.32 0.48
C 0.49 -0.89 0.86
C -0.34 -0.25 -0.27
N 0.00 2.12 0.57
N -2.75 -0.86 -0.58
N 1.17 1.29 -1.25
O -2.23 0.80 0.89
F -0.25 -0.78 -1.52
H 1.88 -2.29 -0.09
H 2.46 -1.35 1.33
H 2.20 -0.57 -0.29
H 0.46 -0.18 1.72
H -0.12 -1.81 1.09
H -0.76 1.87 1.19
H 0.53 2.98 0.64
H -2.50 -1.77 -0.92
H -3.71 -0.66 -0.37
H 1.48 0.43 -1.77
H 1.65 2.18 -1.51
```

Results
- Charge: +1
- Spin multiplicity: 3
- E_LUMO (spin up / spin down): -3.01 / -7.38 eV
- E_tot: -536.0902 hartree
- Relative energy (zero: lowest compared OMol25 entry of this formula, charge and spin): 0.00 kcal/mol
- Molecular weight: 148.161 g mol⁻¹

***

Density functional theory data (ωB97M-V/def2-TZVPD) for the ion C5H11FN4O with charge +2.

Structure (XYZ):
```
22
C5H11FN4O ωB97M-V/def2-TZVPD
C -0.17 1.45 0.37
C -1.67 -0.54 0.13
C -0.30 -2.40 -0.23
C 0.94 1.37 -0.38
C 1.15 0.84 -1.76
N -1.36 0.79 0.12
N -0.36 -1.25 0.35
N -0.13 2.29 1.57
N 0.50 -3.39 0.02
O -2.66 -1.09 -0.18
F 2.04 1.79 0.25
H -1.10 -2.61 -0.95
H 1.45 1.74 -2.21
H 0.19 0.54 -2.23
H 1.97 0.21 -1.71
H -2.14 1.38 -0.23
H 0.42 -1.02 0.96
H 0.61 2.11 2.19
H -0.08 3.24 1.37
H 1.08 -3.44 0.86
H -0.89 2.30 2.24
H 0.53 -4.30 -0.53
```

Results
- Charge: +2
- Spin multiplicity: 1
- E_LUMO: -7.05 eV
- E_tot: -590.6096 hartree
- Relative energy (zero: lowest compared OMol25 entry of this formula, charge and spin): 25.28 kcal/mol
- Molecular weight: 162.168 g mol⁻¹
- Structure (SMILES): C/C(F)=C(/[NH3+])NC(=O)NC=[NH2+]

***

Density functional theory data (ωB97M-V/def2-TZVPD) for the molecule C5H11FNO3P.

Structure (XYZ):
```
22
C5H11FNO3P ωB97M-V/def2-TZVPD
C 0.79 1.44 0.30
C -0.88 -1.34 -1.31
C -0.61 2.50 -1.33
C 1.84 -1.39 1.58
C 0.29 0.00 0.12
N -0.75 0.05 0.96
O -0.06 -0.25 -1.21
O 0.25 2.51 -0.19
O 1.35 -0.89 0.33
F -1.55 -1.34 2.97
P -0.66 0.04 2.67
H 1.37 1.80 1.26
H -1.42 -1.50 -0.51
H -0.22 -2.28 -1.44
H -1.42 -1.27 -2.32
H -1.59 2.85 -1.13
H -0.84 1.39 -1.67
H 0.04 3.04 -2.11
H 2.05 -0.67 2.46
H 2.75 -1.85 1.38
H 1.19 -2.10 2.13
H -1.72 0.91 2.85
```

Results
- Charge: 0
- Spin multiplicity: 1
- E_LUMO: -0.41 eV
- E_tot: -918.6417 hartree
- Molecular weight: 183.119 g mol⁻¹

***

Density functional theory data (ωB97M-V/def2-TZVPD) for a cluster of 2 separate species, C5H11FO in total.

Structure (XYZ):
```
18
C5H11FO ωB97M-V/def2-TZVPD
C 1.38 -2.29 -0.96
C -1.88 1.61 1.08
C 0.54 2.13 0.70
C 0.00 -1.66 -0.88
C -0.86 1.91 0.28
O -0.19 -1.00 0.30
F -1.27 2.05 -1.03
H 2.11 -1.58 -0.49
H 1.64 -3.07 -0.28
H 1.74 -2.50 -1.98
H -0.26 -1.76 0.88
H -1.72 1.44 2.13
H -2.94 1.83 0.71
H 1.02 2.88 0.14
H 1.05 1.19 0.44
H 0.60 2.33 1.80
H -0.80 -2.46 -1.03
H -0.17 -1.05 -1.82
```

Results
- Charge: 0
- Spin multiplicity: 1
- E_LUMO: 0.85 eV
- E_tot: -372.1394 hartree
- Relative energy (zero: lowest compared OMol25 entry of this formula, charge and spin): 28.32 kcal/mol
- Molecular weight: 106.140 g mol⁻¹
- Structure (SMILES): C=C(C)F.CCO

***

Density functional theory data (ωB97M-V/def2-TZVPD) for a structure of composition C5H11FeO4.

Structure (XYZ):
```
21
C5H11FeO4 ωB97M-V/def2-TZVPD
C -2.13 -0.64 1.86
O -1.66 -1.91 1.52
H -3.08 -0.77 2.39
H -1.41 -0.07 2.47
H -2.28 -0.03 0.95
O 1.34 2.71 -0.61
C 1.45 2.46 -1.90
C 0.27 1.20 -2.25
O 0.42 0.32 -1.28
C -0.39 -1.92 0.57
C 0.85 -1.58 1.38
O 1.06 -0.22 1.55
Fe 0.87 1.16 0.41
H 2.35 1.91 -2.21
H 1.16 3.27 -2.59
H 0.53 0.86 -3.26
H -0.65 1.82 -2.20
H -0.32 -2.97 0.24
H -0.87 -1.42 -0.29
H 1.71 -2.09 0.90
H 0.78 -2.10 2.36
```

Results
- Charge: +1
- Spin multiplicity: 7
- E_LUMO (spin up / spin down): -4.06 / -7.67 eV
- E_tot: -1761.3291 hartree
- Relative energy (zero: lowest compared OMol25 entry of this formula, charge and spin): 37.82 kcal/mol
- Molecular weight: 190.984 g mol⁻¹

***

Density functional theory data (ωB97M-V/def2-TZVPD) for a cluster of 2 separate species, C5H11IN in total.

Structure (XYZ):
```
18
C5H11IN ωB97M-V/def2-TZVPD
C -0.88 0.91 -0.45
C 0.36 0.48 0.45
C -0.07 -0.27 -0.74
C -2.32 0.69 -0.03
C 1.61 1.41 0.52
N 0.34 -1.21 -1.47
I 1.36 -2.89 1.41
H -0.78 1.72 -1.01
H 0.10 0.05 1.32
H -2.63 1.04 1.01
H -2.60 -0.32 0.05
H -2.84 1.18 -0.77
H 1.70 1.87 -0.37
H 2.42 0.85 0.76
H 1.47 2.02 1.28
H -0.05 -1.27 -2.40
H 1.79 -4.39 1.67
H 1.02 -1.89 -1.25
```

Results
- Charge: +1
- Spin multiplicity: 1
- E_LUMO: -4.47 eV
- E_tot: -549.2076 hartree
- Relative energy (zero: lowest compared OMol25 entry of this formula, charge and spin): 59.50 kcal/mol
- Molecular weight: 212.054 g mol⁻¹